C5H5NS | the ωB97M-V functional and the def2-TZVPD basis

Calculated values
Largest force on an atom ... 2.84 eV Å⁻¹
Net charge ... 0
Multiplicity ... 1
Highest occupied orbital energy ... -0.33156 Ha
Orbital gap ... 7.59 eV

```
12
C5H5NS, DFT the ωB97M-V functional and the def2-TZVPD basis
C -1.0195 -1.4946 0.1038
C -0.1580 -0.2354 -0.0295
C -0.1800 0.8669 0.7163
C 0.8895 1.7395 0.1869
S 1.2816 3.1992 0.7221
N 1.6003 1.0775 -0.8982
C 0.9916 -0.0265 -0.9556
H -1.5671 -1.7292 -0.8151
H -1.7554 -1.3401 0.8539
H -0.3931 -2.3677 0.3919
H -0.9215 1.0588 1.4803
H 1.2317 -0.7484 -1.7567
```

Atomic partial charges in e from the Löwdin method, atoms 1 to 6:
1. C -0.0325
2. C -0.2328
3. C -0.0747
4. C -0.8471
5. S 0.7846
6. N 0.0585



C24H19BaClN2O2P | the ωB97M-V functional and the def2-TZVPD basis

Calculated values
Largest force on an atom ... 3.21 eV Å⁻¹
Net charge ... +1
Multiplicity ... 1
Highest occupied orbital energy ... -0.39135 Ha
Orbital gap ... 7.76 eV

```
50
C24H19BaClN2O2P, DFT the ωB97M-V functional and the def2-TZVPD basis
Ba -0.9812 -2.0111 0.1470
Cl -2.2577 -1.1112 7.5166
C -1.6290 -1.3828 5.9240
C -0.2763 -1.1017 5.6574
C 0.2589 -1.2944 4.4122
C -0.5319 -1.7646 3.3379
O -0.0182 -1.9016 2.1532
C -1.8980 -2.0737 3.6271
C -2.7950 -2.6580 2.6859
O -2.5604 -2.8710 1.4778
C -2.4182 -1.8763 4.9325
H 0.3451 -0.7333 6.4640
H 1.3028 -1.0889 4.2174
H -3.7749 -2.9596 3.0764
H -3.4537 -2.1207 5.1348
N 0.9121 -0.5383 -0.9293
P -0.4235 0.4290 -1.5869
C 0.4392 1.5926 -2.6853
C 0.1371 1.5578 -4.0431
C 0.8063 2.3912 -4.9337
C 1.7825 3.2548 -4.4665
C 2.0884 3.2970 -3.1079
C 1.4170 2.4751 -2.2211
C -0.7836 1.5132 -0.1496
C -0.4365 1.2632 1.1763
C -0.8183 2.1536 2.1772
C -1.5472 3.2859 1.8617
C -1.9029 3.5349 0.5399
C -1.5292 2.6561 -0.4599
C 1.2885 -1.6696 -1.7583
C 2.0912 -1.5068 -2.8755
C 2.4624 -2.6321 -3.5918
C 2.0235 -3.8790 -3.1764
C 1.2202 -3.9481 -2.0543
N 0.8491 -2.8703 -1.3558
H 1.7261 0.0404 -0.7476
H -0.6228 0.8780 -4.4101
H 0.5618 2.3637 -5.9869
H 2.3042 3.9039 -5.1569
H 2.8433 3.9813 -2.7446
H 1.6399 2.5420 -1.1611
H 0.1410 0.3899 1.4574
H -0.5376 1.9529 3.2030
H -1.8394 3.9774 2.6403
H -2.4709 4.4210 0.2891
H -1.8065 2.8681 -1.4862
H 2.4191 -0.5167 -3.1639
H 3.0904 -2.5332 -4.4673
H 2.3002 -4.7791 -3.7055
H 0.8626 -4.9010 -1.6839
```

Atomic partial charges in e from the Löwdin method, atoms 1 to 6:
1. Ba 2.1441
2. Cl 0.6834
3. C -0.6674
4. C -0.0686
5. C 0.0011
6. C -0.3704



C44H59Br2MoN6O3S2Si2 | the ωB97M-V functional and the def2-TZVPD basis

Calculated values
Largest force on an atom ... 0.81 eV Å⁻¹
Net charge ... +1
Multiplicity ... 3
Highest occupied orbital energy (alpha / beta) ... -0.37462 / -0.37479 Ha
Orbital gap (alpha / beta) ... 7.28 / 7.38 eV

```
119
C44H59Br2MoN6O3S2Si2, DFT the ωB97M-V functional and the def2-TZVPD basis
Mo 0.4492 -0.1882 0.4398
O 2.4824 -1.7320 -4.4946
C 1.8760 -2.8343 -3.9483
C 2.1327 -4.0503 -4.5694
C 1.5467 -5.2070 -4.0910
C 0.6977 -5.1617 -2.9891
C 0.4428 -3.9457 -2.3813
C 1.0224 -2.7709 -2.8518
C 0.6917 -1.4444 -2.2129
O 0.2864 -1.5641 -0.8899
N -0.4173 -0.8372 -2.9475
N -1.0624 0.1695 -2.3039
C -1.6699 1.0456 -2.9927
C -2.4886 2.1089 -2.4155
Br -3.0209 1.9311 -0.5973
C -2.9292 3.1661 -3.0949
C -2.5127 3.5265 -4.4665
C -3.4580 4.0306 -5.3609
C -3.0921 4.3838 -6.6498
C -1.7683 4.2667 -7.0552
C -0.8128 3.8030 -6.1627
C -1.1804 3.4345 -4.8765
H 2.3828 -0.9659 -3.9218
H 2.7953 -4.0603 -5.4258
H 1.7562 -6.1501 -4.5800
H 0.2385 -6.0673 -2.6115
H -0.2090 -3.8879 -1.5198
H 1.5714 -0.7950 -2.2684
H -0.2554 -0.7254 -3.9429
H -1.6186 1.0344 -4.0832
H -3.6435 3.8262 -2.6145
H -4.4892 4.1349 -5.0403
H -3.8392 4.7591 -7.3377
H -1.4799 4.5502 -8.0593
H 0.2258 3.7431 -6.4656
H -0.4266 3.1121 -4.1664
C -0.0002 -3.7638 1.4098
Si 0.6519 -2.7374 2.8242
C -0.7230 -2.2541 3.9903
C 1.7796 -3.8539 3.8141
C 1.4464 -1.1316 2.1580
C 2.6513 -1.2658 1.2838
C 3.7907 -2.0630 1.3632
C 4.7988 -1.8683 0.4377
C 4.6716 -0.8856 -0.5448
C 3.5030 -0.1647 -0.6059
N 2.5212 -0.3851 0.2721
Si 1.9979 -0.0344 3.6285
C 2.9868 -1.0178 4.8726
C 3.1856 1.2455 2.9973
C 0.5170 0.7437 4.4622
H -0.5887 -4.6076 1.7881
H 0.8175 -4.1702 0.8047
H -0.6299 -3.1695 0.7491
H -1.3859 -3.1102 4.1638
H -1.3154 -1.4205 3.6103
H -0.3166 -1.9554 4.9627
H 1.2776 -4.8236 3.8978
H 1.9376 -3.4760 4.8240
H 2.7597 -4.0373 3.3684
H 3.8865 -2.7969 2.1511
H 5.6959 -2.4742 0.4848
H 5.4647 -0.6905 -1.2528
H 3.3293 0.6109 -1.3436
H 3.7049 -1.6925 4.3950
H 2.3675 -1.6076 5.5516
H 3.5577 -0.3065 5.4782
H 4.1081 0.7754 2.6351
H 3.4540 1.9267 3.8120
H 2.7632 1.8447 2.1921
H 0.3767 0.3319 5.4672
H 0.6641 1.8243 4.5637
H -0.4057 0.5879 3.8971
C 4.9407 3.8475 -2.3729
C 4.0048 3.8345 -1.2004
C 4.1906 4.6520 -0.0928
C 3.2884 4.5239 0.9437
N 2.2509 3.6859 0.8946
C 2.1433 2.9612 -0.2122
S 0.6631 1.9932 -0.4429
N 2.9760 2.9815 -1.2524
H 5.6377 4.6819 -2.3157
H 4.3754 3.9109 -3.3025
H 5.5134 2.9176 -2.3971
H 5.0144 5.3527 -0.0459
H 3.3866 5.1093 1.8522
C -4.8908 -2.8966 3.8519
C -4.3255 -1.6779 3.1247
C -3.5182 -2.1109 1.9006
S -3.0501 -0.7038 0.8642
O -1.5137 -0.6625 0.9985
C -3.3612 -1.3599 -0.7917
C -3.3537 -2.8691 -1.0067
C -3.2652 -3.1709 -2.5048
H -5.4829 -2.5949 4.7169
H -4.0887 -3.5511 4.2028
H -5.5360 -3.4810 3.1907
H -3.6972 -1.0981 3.8037
H -5.1414 -1.0227 2.8110
H -4.1013 -2.8045 1.2975
H -2.5733 -2.5762 2.1710
H -2.5621 -0.8889 -1.3658
H -4.3064 -0.9051 -1.1006
H -4.2632 -3.3205 -0.6074
H -2.4991 -3.3148 -0.4891
H -4.0725 -2.6728 -3.0495
H -3.3444 -4.2440 -2.6894
H -2.3124 -2.8246 -2.9111
Br -4.4336 2.1041 2.8095
C -2.9723 3.3195 2.9286
C -3.1404 4.4677 3.6892
C -2.0869 5.3648 3.7198
C -0.9391 5.0799 2.9925
C -0.8789 3.8886 2.2894
N -1.8869 3.0045 2.2574
H -4.0613 4.6451 4.2251
H -2.1650 6.2724 4.3054
H -0.0993 5.7623 2.9694
H 0.0129 3.6240 1.7266
```

Atomic partial charges in e from the Löwdin method, atoms 1 to 6:
1. Mo 1.4421
2. O 0.0611
3. C -0.2629
4. C -0.0070
5. C -0.0691
6. C -0.0733